A molecular structure, C11H30IN5O4P2Rh, computed with the ωB97M-V functional and the def2-TZVPD basis.

Summary:
Energy relative to the best compared isomer or geometry (same formula, charge and spin) (kJ/mol): 450.01
Max |F| (eV/A): 4.10
Orbital gap (alpha / beta) (Ha): 0.1833 / 0.1826
E_LUMO (alpha / beta) (eV): -5.4 / -5.4
Charge: +1
DFT total energy (a.u.): -2102.6302

CARTESIAN COORDINATES (ANGSTROEM)
Rh  -0.48830  -0.20230  0.01050
C  0.00000  -0.42500  5.21760
N  0.04980  0.87740  4.57660
C  0.27180  1.98800  5.47990
P  -0.58870  0.97070  3.06230
O  -0.12170  -0.15300  2.22720
O  -0.03080  2.42240  2.54410
P  0.38720  2.81630  1.01950
O  -0.41700  2.09060  0.00460
N  2.04030  2.62850  1.03610
C  2.73120  1.68290  1.88760
C  2.62440  2.82400  -0.27730
N  0.11040  4.42290  0.86700
C  -1.00340  4.93620  0.09680
C  0.73950  5.34080  1.78720
N  -2.25630  1.11410  3.01730
C  -2.90320  1.08340  1.71640
C  -2.85150  2.10110  3.90040
H  -0.78810  -0.46690  5.97560
H  0.95610  -0.63790  5.70180
H  -0.18910  -1.17840  4.45550
H  -0.44690  1.98280  6.30360
H  0.19830  2.92550  4.93780
H  1.27070  1.90050  5.91240
H  2.25720  1.63870  2.86680
H  3.76420  2.01540  2.00330
H  2.73580  0.67760  1.46070
H  2.06070  3.60630  -0.78310
H  2.58610  1.91390  -0.88420
H  3.66340  3.13780  -0.17200
H  -1.31230  4.17490  -0.61490
H  -0.67440  5.82070  -0.44810
H  -1.84950  5.21250  0.73150
H  1.60330  4.85090  2.23240
H  0.05360  5.65730  2.57660
H  1.07640  6.22500  1.24540
H  -2.40260  0.34370  1.05020
H  -2.87690  2.06060  1.21940
H  -3.94540  0.78420  1.84410
H  -2.35960  2.05770  4.86730
H  -3.90720  1.86460  4.03070
H  -2.76740  3.12120  3.50890
N  1.66920  -2.55600  -0.69260
C  2.27350  -1.37140  -0.46280
O  1.56650  -0.32890  -0.25070
C  3.67160  -1.28980  -0.48830
I  3.88490  -0.35950  -3.19340
H  0.65570  -2.57620  -0.73360
H  2.19040  -3.37130  -0.96580
H  4.25520  -2.18290  -0.59710
H  4.16120  -0.40670  -0.12490
C  -1.05170  -0.48760  -1.81800
H  -0.81820  -1.37650  -2.40680
H  -1.20070  0.38280  -2.45590


A molecular structure, C29H29CdN2O5, computed with the ωB97M-V functional and the def2-TZVPD basis.

Summary:
Max |F| (eV/A): 3.03
Orbital gap (Ha): 0.1897
E_LUMO (eV): 1.2
Charge: -1
DFT total energy (a.u.): -1775.8348

CARTESIAN COORDINATES (ANGSTROEM)
C  -0.29635  2.19579  1.33319
C  0.43194  2.45184  0.14336
C  -0.25350  1.87585  -0.94262
H  1.34866  3.02673  0.06741
C  -1.43114  1.23242  -0.43916
C  -1.44641  1.43578  0.99697
H  -2.29614  0.95518  -1.03965
C  2.12440  -1.08749  1.60602
C  2.95923  -0.05776  1.15235
C  2.94207  -0.05394  -0.27706
H  3.55674  0.60596  1.78043
C  2.06263  -1.06898  -0.71363
C  1.51694  -1.70415  0.46171
H  0.01987  1.95679  -1.99331
H  -2.28001  1.19659  1.65226
H  -0.04802  2.55580  2.32811
H  0.99494  -2.66914  0.46501
H  3.53492  0.60605  -0.91600
H  1.98396  -1.38928  2.64439
Cd  -0.84927  -0.90641  0.43418
C  1.69293  -1.53049  -2.11031
C  2.07034  -3.02345  -2.17561
C  2.44826  -0.76004  -3.19105
H  3.14159  -3.13481  -1.94546
H  1.88926  -3.43934  -3.17030
H  1.51156  -3.62803  -1.45214
H  3.53151  -0.80820  -3.01871
H  2.14430  0.29315  -3.21738
H  2.24203  -1.20869  -4.17000
C  0.14434  -1.28790  -2.27641
C  -0.62133  -2.05279  -3.34436
H  -0.06820  -0.20930  -2.35847
H  -0.34749  -1.72450  -1.36313
O  -0.59311  -3.28716  -3.30402
N  -1.40451  -1.33070  -4.24256
C  -2.38217  -0.29993  -3.80084
H  -1.83358  -1.95950  -4.92361
C  -1.94036  1.11131  -4.11218
C  -2.72242  2.20424  -3.70603
H  -3.67910  2.02234  -3.20884
C  -2.27999  3.50643  -3.94308
H  -2.87800  4.35053  -3.59906
C  -1.07766  3.72435  -4.62298
H  -0.72551  4.74022  -4.79397
C  -0.33063  2.63890  -5.08579
H  0.59525  2.78813  -5.63834
C  -0.77242  1.33077  -4.84555
H  -0.23269  0.46376  -5.23325
H  -2.58784  -0.40636  -2.71917
H  -3.34274  -0.48714  -4.31431
O  -2.57602  -0.92757  3.01919
C  -1.37683  -0.88513  3.35036
O  -0.36267  -0.99847  2.54147
C  -0.90816  -0.67790  4.77010
C  0.33151  -0.04633  5.02470
C  0.82764  0.06730  6.32070
C  0.08548  -0.46776  7.39508
C  -1.15539  -1.09632  7.15960
C  -1.63542  -1.19270  5.85555
N  0.59459  -0.42034  8.72381
O  1.70442  0.11285  8.94785
O  -0.10060  -0.92810  9.63618
H  0.92744  0.34581  4.19999
H  1.77924  0.55336  6.52218
H  -1.71511  -1.50232  7.99524
H  -2.58721  -1.68981  5.68096


C12H19N3O3S in the gas phase, computed with the ωB97M-V functional and the def2-TZVPD basis.

Summary:
Energy relative to the best compared isomer or geometry (same formula, charge and spin) (kJ/mol): 23.82
Max |F| (eV/A): 0.78
Orbital gap (Ha): 0.3460
E_LUMO (eV): 0.5
SMILES string: CC[C@H](C)NCC(=O)Nc1ccc(S(N)(=O)=O)cc1
DFT total energy (a.u.): -1256.8537

CARTESIAN COORDINATES (ANGSTROEM)
C  4.85103  -2.63085  -0.93792
C  4.29281  -1.39897  -0.23586
C  5.25520  -0.19844  -0.25407
C  6.56991  -0.51374  0.45555
N  4.71143  1.00287  0.36661
C  3.52465  1.55504  -0.24196
C  2.22484  0.96593  0.31567
O  2.18172  0.41435  1.39036
N  1.14884  1.16437  -0.50660
C  -0.18492  0.80795  -0.30895
C  -0.62519  0.15152  0.84074
C  -1.96221  -0.17549  0.97136
C  -2.85059  0.14716  -0.03434
S  -4.55940  -0.31628  0.12157
N  -4.51487  -1.87960  -0.51358
O  -5.35846  0.48755  -0.75732
O  -4.91221  -0.41235  1.50776
C  -2.43165  0.79871  -1.17736
C  -1.09891  1.13127  -1.31558
H  5.69873  -3.04049  -0.39612
H  5.17290  -2.38183  -1.94742
H  4.08687  -3.40231  -1.00273
H  4.04885  -1.64094  0.80108
H  3.36042  -1.11037  -0.72991
H  5.47281  0.06296  -1.29916
H  6.37628  -0.89348  1.45607
H  7.14245  -1.25199  -0.09707
H  7.15970  0.39500  0.53816
H  4.51209  0.81663  1.34723
H  3.57864  1.43154  -1.32673
H  3.50005  2.63151  -0.02044
H  1.32748  1.65367  -1.37344
H  0.08022  -0.09158  1.61735
H  -2.33249  -0.66938  1.85494
H  -4.74440  -2.56941  0.18336
H  -5.10705  -1.96682  -1.32336
H  -3.15926  1.04575  -1.93328
H  -0.75822  1.64554  -2.20309


Which of these has the lowest max |F|?
C12H19N3O3S